The following is a DFT calculation (ωB97M-V/def2-TZVPD) of a structure of composition C25H48BiBrClO2P2 at a distorted geometry.

Geometry (Å):
C -1.803 -4.258 4.378
C -2.918 3.871 2.799
H -3.826 0.832 2.948
H 1.163 -0.388 -3.297
H -4.776 2.270 1.293
H -5.060 1.700 -1.107
H 0.775 -0.084 -0.894
H 3.467 -0.554 0.690
C -0.904 -2.059 3.900
H -5.231 3.673 -0.430
H 5.356 -0.138 -4.399
H -4.082 0.222 -0.901
C -0.810 -3.797 2.210
C 4.059 0.279 0.285
H -0.512 2.605 3.642
H -3.821 3.282 3.015
H 3.407 0.794 -3.382
H 4.789 0.606 1.033
C -4.759 0.924 -0.392
H 1.664 0.156 -4.908
H 1.454 -2.920 -2.094
P 3.664 -1.090 -2.014
H -2.301 -4.950 5.058
H 3.351 1.100 0.110
H -0.691 -1.030 4.197
C 4.786 -0.087 -1.027
H -3.076 4.826 -2.393
H 1.785 -1.569 -4.490
C -1.529 -2.947 4.779
C -0.536 -2.480 2.614
H -0.514 1.361 2.379
C -2.881 3.834 -1.959
H -2.339 4.665 -0.058
C -1.153 2.053 2.938
H -4.624 4.586 0.966
H -0.763 1.653 -2.418
C -4.114 1.494 0.876
H 2.972 -2.857 0.247
H -1.104 3.767 1.656
H -3.037 -0.218 1.742
O -0.820 -0.611 1.266
H -3.212 4.780 2.263
C -1.867 3.065 2.035
H 3.656 -4.407 -0.289
C -3.057 3.919 -0.440
Bi -0.917 0.622 -0.973
H -1.804 -2.605 5.778
H 4.900 0.843 -1.617
C 0.052 -1.495 1.618
H -4.806 -0.242 1.938
H 6.830 0.024 -0.368
H -4.659 5.333 -0.631
O 1.228 -1.604 1.249
C -3.921 0.409 1.939
C -4.471 4.391 -0.101
H 4.565 -1.698 -4.787
H -1.859 1.458 3.529
C 1.896 -0.549 -4.098
H 6.617 -0.948 -1.832
H 6.173 -1.610 -0.234
C 3.764 -3.318 -0.366
C 4.404 -0.616 -4.664
H 2.210 -4.527 -2.146
C -1.441 -4.684 3.092
C 3.334 -0.287 -3.616
C 3.625 -2.901 -1.845
H -1.862 3.548 -2.241
H 2.337 -3.460 -3.552
H 4.740 -3.052 0.055
H -3.585 3.125 -2.416
C 6.176 -0.709 -0.856
H 4.094 -0.209 -5.635
Cl -1.968 -1.312 -2.093
H -2.499 4.192 3.760
H -1.649 -5.699 2.770
Br -0.366 -4.331 0.452
P -2.537 2.370 0.456
H -5.664 0.370 -0.102
C 2.331 -3.482 -2.454
H 4.507 -3.218 -2.435

Multiplicity: 1
HOMO, eV: -2.952
HOMO-LUMO gap, eV: 5.647
Total charge: -1


The following is a DFT calculation (ωB97M-V/def2-TZVPD) of a structure of composition C20H28F4FeN10O3S2.

Geometry (Å):
N -3.693 -3.747 -0.541
C -0.293 1.125 2.926
C -0.934 -1.158 2.802
H 2.365 3.155 1.844
H -0.950 2.839 1.854
O 2.623 -7.867 -0.107
H -4.329 -4.527 -0.586
N 0.175 -2.001 0.030
C 3.192 1.345 1.005
H 3.753 -4.846 -0.668
O 4.601 -6.771 0.825
N -0.264 -1.423 3.842
H -1.686 0.266 1.576
H 0.836 2.946 -1.049
C -4.091 -2.515 -0.235
H 2.940 0.575 0.258
H 4.194 1.678 0.732
H 1.898 -0.461 5.826
C 0.503 -4.083 1.270
H 1.662 0.520 2.915
H 0.336 0.065 6.090
H -0.118 -1.398 -5.995
H -1.693 -1.850 2.467
N 0.735 -0.601 4.244
C 2.837 -4.615 -0.138
H -6.065 -3.059 -0.044
H 3.287 0.874 1.984
O 2.805 -7.546 2.314
N 0.924 -0.612 5.614
H 0.526 3.072 2.773
C -1.312 -0.218 -4.658
H -0.763 -2.098 0.421
H -1.020 1.346 3.711
N -0.801 0.065 2.040
C 2.220 2.519 0.971
C 2.142 -3.444 -0.387
C 0.881 -1.037 -4.120
C -1.044 1.985 -0.847
H -0.406 -3.858 1.823
H -1.843 1.784 -0.128
N -0.386 0.748 -1.225
H -0.247 3.803 0.046
C -1.414 0.397 -3.427
H 0.878 -5.970 2.253
F -2.525 1.034 -3.104
S 3.197 -7.102 0.988
H -1.483 2.527 -1.680
N 0.777 2.117 0.877
H 2.508 -2.738 -1.123
C 1.211 -5.251 1.515
C 0.971 -3.204 0.312
C 2.372 -5.528 0.805
S -2.981 -1.214 -0.167
C -0.371 0.273 -2.473
F -2.330 -0.120 -5.498
N -5.382 -2.323 0.029
C 0.103 2.812 -0.255
C -0.183 -0.934 -5.019
F 1.832 -0.468 -2.051
F 1.984 -1.672 -4.463
C -0.003 2.372 2.125
Fe 0.648 -0.067 0.403
H -5.695 -1.396 0.256
C 0.783 -0.453 -2.888
N 0.904 0.644 3.579
H 0.005 -1.949 -0.973
H -2.727 -3.914 -0.764
H 2.457 3.124 0.098

Multiplicity: 6
⟨S²⟩: 8.801
HOMO (spin up / spin down), eV: -9.010 / -9.008
HOMO-LUMO gap (spin up / spin down), eV: 5.964 / 2.466
Total charge: +1


The following is a DFT calculation (ωB97M-V/def2-TZVPD) of a cluster of 2 separate species, BrH2NS in total at a distorted geometry.

Geometry (Å):
H -0.817 -0.920 -1.172
Br 2.913 -0.095 -0.011
N 0.393 0.498 0.289
S -0.552 -0.805 0.116
H 0.337 0.992 1.159

ΔE to the lowest compared entry with this formula, charge and spin, kcal per mole: 16.3
Multiplicity: 1
HOMO (spin up / spin down), eV: -10.015 / -9.437
HOMO-LUMO gap (spin up / spin down), eV: 8.415 / 7.166


The following is a DFT calculation (ωB97M-V/def2-TZVPD) of a structure of composition C34H35ClF2N5PS2Zr at a distorted geometry.

Geometry (Å):
Cl -5.325 1.585 -0.023
H 0.041 -4.467 -2.197
H 6.329 -5.705 -3.278
H 2.458 0.068 4.779
H 3.043 0.184 -1.882
H 1.747 -2.831 4.031
C -3.091 -1.991 -0.818
C 5.116 -5.356 -1.544
C -1.028 -1.147 0.120
C -0.650 -5.973 0.761
C -1.816 -0.148 -2.003
H 5.122 -4.074 -4.683
F -2.481 -3.632 2.308
C -4.352 1.216 2.481
C -2.330 -2.833 1.251
H -1.267 -6.757 1.178
H 1.591 3.821 1.327
H 3.790 3.601 0.371
C -2.002 1.249 2.879
H -1.392 -6.247 -1.234
H -0.114 2.155 0.900
H 0.900 -0.731 5.037
N 1.037 0.097 2.021
H 0.364 2.914 -0.482
N -1.727 1.502 1.600
C 3.757 -3.516 -3.133
H 3.217 -2.803 -3.742
C 4.821 -4.235 -3.657
H -1.169 2.639 -4.578
P 2.046 -2.762 -1.069
C -1.370 1.849 -3.870
C 3.564 1.711 -0.612
C 1.347 -0.240 3.073
C 3.379 -3.727 -1.812
H 3.268 -2.048 3.571
H 2.876 -2.298 5.278
N 0.671 2.246 0.221
N 2.600 1.027 -1.518
H 1.729 -3.738 1.670
C 0.931 -3.973 -0.307
H -3.468 0.957 4.419
C 5.498 -5.150 -2.865
H 0.299 -5.526 2.630
H 2.180 2.206 1.700
H -3.488 -0.689 -3.253
H -2.517 1.909 -0.264
H 3.748 -4.800 0.017
Zr 0.767 0.038 -0.317
C -0.552 1.647 -2.785
H -1.151 1.164 3.544
C -2.663 -0.015 -3.103
F -4.048 -2.005 -1.755
H 2.641 3.626 -0.961
H 2.465 1.621 -2.333
C -1.996 -1.131 -0.916
C -0.728 -5.681 -0.595
H -0.532 -2.028 2.029
C 1.852 2.854 0.890
H -4.122 -3.518 0.275
C -2.458 0.998 -4.022
S 1.104 -1.618 -2.441
C 1.023 -4.274 1.047
H 0.311 2.286 -2.637
C 4.055 -4.646 -1.011
C -4.070 1.475 1.147
C 2.462 -2.056 4.302
C -3.268 -2.855 0.244
C 0.069 -4.685 -1.136
C -2.751 1.639 0.758
H -3.141 1.121 -4.851
C -3.291 1.121 3.366
C 1.770 -0.681 4.379
C 0.228 -5.276 1.579
C -1.225 -1.998 1.199
H 4.505 1.908 -1.128
H -5.375 1.109 2.817
C 2.991 3.034 -0.108
H 3.781 1.046 0.225
H 5.650 -6.066 -0.928
N -0.762 0.699 -1.858
S 2.823 -1.547 0.363

ΔE to the lowest compared entry with this formula, charge and spin, kcal per mole: 25.0
Multiplicity: 1
HOMO, eV: -13.671
HOMO-LUMO gap, eV: 7.533
Total charge: +2


- Which value of multiplicity does entry 1 give?
  1


Please write out number 1 again, unchanged.
The following is a DFT calculation (ωB97M-V/def2-TZVPD) of a structure of composition C25H48BiBrClO2P2 at a distorted geometry.

Geometry (Å):
C -1.803 -4.258 4.378
C -2.918 3.871 2.799
H -3.826 0.832 2.948
H 1.163 -0.388 -3.297
H -4.776 2.270 1.293
H -5.060 1.700 -1.107
H 0.775 -0.084 -0.894
H 3.467 -0.554 0.690
C -0.904 -2.059 3.900
H -5.231 3.673 -0.430
H 5.356 -0.138 -4.399
H -4.082 0.222 -0.901
C -0.810 -3.797 2.210
C 4.059 0.279 0.285
H -0.512 2.605 3.642
H -3.821 3.282 3.015
H 3.407 0.794 -3.382
H 4.789 0.606 1.033
C -4.759 0.924 -0.392
H 1.664 0.156 -4.908
H 1.454 -2.920 -2.094
P 3.664 -1.090 -2.014
H -2.301 -4.950 5.058
H 3.351 1.100 0.110
H -0.691 -1.030 4.197
C 4.786 -0.087 -1.027
H -3.076 4.826 -2.393
H 1.785 -1.569 -4.490
C -1.529 -2.947 4.779
C -0.536 -2.480 2.614
H -0.514 1.361 2.379
C -2.881 3.834 -1.959
H -2.339 4.665 -0.058
C -1.153 2.053 2.938
H -4.624 4.586 0.966
H -0.763 1.653 -2.418
C -4.114 1.494 0.876
H 2.972 -2.857 0.247
H -1.104 3.767 1.656
H -3.037 -0.218 1.742
O -0.820 -0.611 1.266
H -3.212 4.780 2.263
C -1.867 3.065 2.035
H 3.656 -4.407 -0.289
C -3.057 3.919 -0.440
Bi -0.917 0.622 -0.973
H -1.804 -2.605 5.778
H 4.900 0.843 -1.617
C 0.052 -1.495 1.618
H -4.806 -0.242 1.938
H 6.830 0.024 -0.368
H -4.659 5.333 -0.631
O 1.228 -1.604 1.249
C -3.921 0.409 1.939
C -4.471 4.391 -0.101
H 4.565 -1.698 -4.787
H -1.859 1.458 3.529
C 1.896 -0.549 -4.098
H 6.617 -0.948 -1.832
H 6.173 -1.610 -0.234
C 3.764 -3.318 -0.366
C 4.404 -0.616 -4.664
H 2.210 -4.527 -2.146
C -1.441 -4.684 3.092
C 3.334 -0.287 -3.616
C 3.625 -2.901 -1.845
H -1.862 3.548 -2.241
H 2.337 -3.460 -3.552
H 4.740 -3.052 0.055
H -3.585 3.125 -2.416
C 6.176 -0.709 -0.856
H 4.094 -0.209 -5.635
Cl -1.968 -1.312 -2.093
H -2.499 4.192 3.760
H -1.649 -5.699 2.770
Br -0.366 -4.331 0.452
P -2.537 2.370 0.456
H -5.664 0.370 -0.102
C 2.331 -3.482 -2.454
H 4.507 -3.218 -2.435

Multiplicity: 1
HOMO, eV: -2.952
HOMO-LUMO gap, eV: 5.647
Total charge: -1